No. 1
Here is a single C5H9N3O2S molecule at a distorted geometry from the OMol25 dataset. Energies are from ωB97M-V/def2-TZVPD.

Bonds (Å) are listed after each position.
Element x y z (Å)
1 C 1.182 0.588 0.559  C2 1.369, N6 1.399, H12 1.090
2 C 2.538 0.745 0.454  C1 1.369, S11 1.768, H13 1.132
3 C -1.190 1.768 -0.380  N7 1.343, N8 1.410, O9 1.203
4 C 0.025 -1.383 -0.497  C5 1.483, N6 1.367, H14 1.088
5 C 1.273 -2.126 -0.797  C4 1.483, H15 1.139, H16 1.177, H17 1.138
6 N 0.099 -0.128 0.038  C1 1.399, C4 1.367, N8 1.397
7 N -2.146 2.526 0.181  C3 1.343, H18 1.062, H19 1.064
8 N -1.127 0.508 0.249  C3 1.410, N6 1.397, H20 1.021
9 O -0.466 2.144 -1.263  C3 1.203
10 O 5.040 0.944 0.394  S11 1.441
11 S 4.000 0.529 -0.514  C2 1.768, O10 1.441
12 H 0.738 1.262 1.290  C1 1.090
13 H 3.091 1.232 1.314  C2 1.132
14 H -1.007 -1.719 -0.422  C4 1.088
15 H 1.544 -2.081 -1.902  C5 1.139
16 H 1.265 -3.234 -0.399  C5 1.177
17 H 2.009 -1.494 -0.203  C5 1.138
18 H -2.932 1.910 0.543  N7 1.062
19 H -2.341 3.524 -0.132  N7 1.064
20 H -1.102 0.724 1.247  N8 1.021

Results
Gap between HOMO and LUMO (spin up / spin down): 7.9 / 5.9 eV
Charge: 0
Energy: -908.6876 Ha
Lowest unoccupied orbital energy (spin up / spin down): 0.40 / -0.67 eV

No. 2
Here is a single C5H9N3S molecule at a distorted geometry from the OMol25 dataset. Energies are from ωB97M-V/def2-TZVPD.

Bonds (Å) are listed after each position.
Element x y z (Å)
1 C 1.914 -0.691 1.322  C2 1.522, H10 1.082, H11 1.125, H12 1.106
2 C 0.500 -0.909 0.802  C1 1.522, C3 1.337, N5 1.392
3 C 0.194 -1.716 -0.219  C2 1.337, S4 1.820, H13 1.082
4 S 1.188 -2.872 -1.213  C3 1.820, H14 1.252
5 N -0.433 -0.061 1.391  C2 1.392, N6 1.368, H15 1.071
6 N -1.382 0.713 0.780  N5 1.368, C7 1.254
7 C -1.187 1.368 -0.271  N6 1.254, C8 1.427, N9 1.422
8 C -1.688 2.290 -1.239  C7 1.427, N9 1.501, H16 1.066, H17 1.110
9 N -0.400 1.546 -1.442  C7 1.422, C8 1.501, H18 1.003
10 H 2.196 0.352 1.262  C1 1.082
11 H 1.790 -0.736 2.438  C1 1.125
12 H 2.561 -1.494 0.922  C1 1.106
13 H -0.826 -1.780 -0.575  C3 1.082
14 H 0.187 -3.010 -1.952  S4 1.252
15 H -0.926 -0.373 2.289  N5 1.071
16 H -2.481 2.022 -1.899  C8 1.066
17 H -1.699 3.396 -1.159  C8 1.110
18 H 0.491 1.956 -1.236  N9 1.003

Results
Gap between HOMO and LUMO: 8.8 eV
Charge: 0
Energy: -758.2176 Ha
Lowest unoccupied orbital energy: 0.87 eV
SMILES: C/C(=C\S)N/N=C1/CN1

No. 3
Here is a gas-phase ion, C5H9N4S (charge +1) at a distorted geometry from the OMol25 dataset. Energies are from ωB97M-V/def2-TZVPD.

Bonds (Å) are listed after each position.
Element x y z (Å)
1 C 2.210 -0.618 0.762  C3 1.423, N7 1.694, S10 1.796, H11 1.096
2 C 2.216 1.425 -0.576  N6 1.325, S10 1.695, H12 1.098
3 C 0.926 -0.015 0.648  C1 1.423, C5 1.460, N6 1.376
4 C -2.023 0.289 -0.513  N9 1.458, H13 1.109, H14 1.157, H15 1.064
5 C -0.273 -0.769 1.002  C3 1.460, N9 1.338, H16 1.104
6 N 0.998 0.987 -0.292  C2 1.325, C3 1.376, H19 0.930
7 N 2.110 -1.858 -0.388  C1 1.694, N8 1.168, H17 1.101
8 N 1.121 -2.027 -0.987  N7 1.168
9 N -1.519 -0.550 0.567  C4 1.458, C5 1.338, H18 1.021
10 S 3.438 0.589 0.249  C1 1.796, C2 1.695
11 H 2.517 -0.895 1.777  C1 1.096
12 H 2.373 2.474 -0.861  C2 1.098
13 H -3.127 0.222 -0.441  C4 1.109
14 H -1.818 1.423 -0.405  C4 1.157
15 H -1.418 -0.058 -1.317  C4 1.064
16 H -0.199 -1.544 1.784  C5 1.104
17 H 3.018 -2.423 -0.651  N7 1.101
18 H -2.179 -0.908 1.259  N9 1.021
19 H 0.235 1.325 -0.700  N6 0.930

Results
Gap between HOMO and LUMO (spin up / spin down): 6.8 / 6.0 eV
<S²>: 2.02
Charge: +1
Energy: -812.6701 Ha
Lowest unoccupied orbital energy (spin up / spin down): -3.18 / -6.30 eV
Multiplicity: 3

No. 4
Here is 2 unconnected molecules or ions with the total composition C5H9N5O2 at a distorted geometry from the OMol25 dataset. Energies are from ωB97M-V/def2-TZVPD.

Bonds (Å) are listed after each position.
Element x y z (Å)
1 C 0.453 0.932 2.239  N2 1.261, O6 1.363, H7 1.090
2 N 1.003 -0.202 2.211  C1 1.261, N3 1.388
3 N 0.134 -1.283 2.266  N2 1.388, C4 1.374, H8 1.005
4 C -1.206 -1.006 2.147  N3 1.374, N5 1.272, H9 1.090
5 N -1.792 0.123 2.182  C4 1.272, O6 1.438
6 O -0.876 1.231 2.188  C1 1.363, N5 1.438
7 H 1.037 1.849 2.313  C1 1.090
8 H 0.490 -2.100 1.803  N3 1.005
9 H -1.862 -1.864 1.999  C4 1.090
10 C -0.211 0.696 -3.131  N11 1.266, O15 1.366, H16 1.064
11 N 0.983 0.329 -3.336  C10 1.266, N12 1.374
12 N 1.576 -0.423 -2.351  N11 1.374, C13 1.432, H17 1.001
13 C 1.092 -0.169 -1.026  N12 1.432, C14 1.492, H18 1.098, H19 1.095
14 C -0.367 -0.470 -1.092  C13 1.492, O15 1.435, H20 1.102, H21 1.069
15 O -0.982 0.418 -2.038  C10 1.366, C14 1.435
16 H -0.688 1.295 -3.869  C10 1.064
17 H 2.567 -0.380 -2.481  N12 1.001
18 H 1.239 0.887 -0.762  C13 1.098
19 H 1.586 -0.823 -0.301  C13 1.095
20 H -0.850 -0.293 -0.118  C14 1.102
21 H -0.551 -1.473 -1.414  C14 1.069

Results
Gap between HOMO and LUMO: 8.9 eV
Charge: 0
Energy: -620.0268 Ha
Lowest unoccupied orbital energy: 0.58 eV
SMILES: C1=NNC=NO1.C1=NNCCO1

Summary of ΔE to the lowest compared entry with this formula, charge and spin in kJ/mol
374.2, 351.2, 185.2, 380.0
(order as listed above)